The following is a DFT calculation (ωB97M-V with the def2-TZVPD basis set) of a structure of composition C52H41ClF4IN2O4P2Rb.

Results
- 2S+1: 1
- HOMO-LUMO gap: 5.49 eV
- Highest occupied orbital energy: -1.78 eV
- Net charge: -2
- LUMO level: 3.7 eV
- Relative energy (zero: lowest compared OMol25 entry of this formula, charge and spin): 0.644 eV

XYZ file:
```
108
Properties=species:S:1:pos:R:3:mulliken_charge:R:1
Rb -1.42600 -0.95482 -1.62400 0.5702
C 1.04649 2.04081 -3.20767 -0.7070
N 0.89281 0.72298 -3.79009 1.0837
C 2.14692 -0.00028 -3.77664 -1.1046
C 0.36022 0.75743 -5.14082 -1.0588
C -0.90122 1.59600 -5.31395 -1.0347
N -1.92247 1.22565 -4.36772 -0.0819
C -3.07759 1.84093 -4.40426 0.1287
C -4.08737 1.46573 -3.45206 0.1918
F -3.76504 0.49924 -2.55356 0.0758
C -5.33689 2.01243 -3.40256 -0.1771
F -6.22336 1.57808 -2.47763 -0.2556
C -5.75091 3.01043 -4.27897 -0.7500
C -4.80910 3.41735 -5.20668 0.0443
F -5.16044 4.39260 -6.08576 -0.3631
C -3.54581 2.88569 -5.28122 0.5470
F -2.73188 3.40263 -6.25388 -0.3785
H 1.69801 2.70384 -3.80843 0.2033
H 1.48615 1.94109 -2.21652 -0.0255
H 0.06615 2.50461 -3.10154 0.2075
H 2.92823 0.50916 -4.37492 0.3045
H 1.99961 -1.00000 -4.18669 0.3243
H 2.50786 -0.09723 -2.75277 0.1349
H 0.13476 -0.27457 -5.42551 0.3558
H 1.11673 1.14909 -5.85318 0.3227
H -1.23444 1.43746 -6.35150 0.5290
H -0.63493 2.66006 -5.23086 0.4052
H -6.73736 3.44261 -4.23829 0.4630
O -0.56227 -4.32394 1.07564 -0.7641
C -1.13576 -3.44285 0.43630 0.2734
O -1.35104 -2.24020 0.81285 0.2641
C -1.69636 -3.70535 -0.97762 0.2794
O -2.88128 -4.04433 -1.06504 -0.7592
O -0.92312 -3.45522 -1.95889 -0.8018
I 1.53834 -3.12150 -1.57023 0.3390
C 3.68960 -3.04071 -1.63708 -0.4129
C 4.20908 -3.85267 -2.61900 -0.5438
C 5.57898 -4.09768 -2.75776 -0.8338
C 6.44959 -3.56226 -1.85923 -0.8310
C 5.98539 -2.71044 -0.83333 0.9227
C 6.92144 -2.19080 0.08388 -0.8887
C 6.52924 -1.34589 1.07695 -1.1006
C 5.19237 -0.95035 1.15127 -0.1303
C 4.23198 -1.39865 0.26853 0.7709
P 2.57943 -0.54836 0.45131 0.5590
C 3.17435 1.19449 0.50963 0.3552
C 2.37581 2.15384 1.13985 -0.7277
C 2.69220 3.50016 1.07094 -0.7322
C 3.78548 3.92333 0.32728 -0.6469
C 4.54161 2.98794 -0.36342 -0.7130
C 4.23630 1.63815 -0.27948 -0.6018
C 2.43186 -0.99269 2.23723 1.4545
C 2.05344 -2.31485 2.48326 -0.6967
C 2.06109 -2.81852 3.77280 -0.6507
C 2.41678 -2.00436 4.83993 -0.5789
C 2.75000 -0.67883 4.60836 -0.8520
C 2.76354 -0.17508 3.31486 0.0273
C 4.58857 -2.36867 -0.73258 0.4309
H 3.51458 -4.32651 -3.30209 0.3897
H 5.93217 -4.73449 -3.55993 0.3857
H 7.50950 -3.78344 -1.91543 0.3076
H 7.96112 -2.48057 -0.02061 0.3216
H 7.24468 -0.95779 1.79166 0.4182
H 4.90569 -0.25273 1.92549 0.2869
H 1.49078 1.83783 1.68110 0.6911
H 2.06579 4.22545 1.57583 0.4466
H 4.02730 4.97695 0.26315 0.3640
H 5.37052 3.31206 -0.98140 0.3961
H 4.82513 0.92038 -0.83688 0.3832
H 1.74655 -2.95552 1.66385 0.0091
H 1.76864 -3.84687 3.94244 0.4254
H 2.41634 -2.39700 5.84977 0.3878
H 3.01284 -0.03097 5.43657 0.3715
H 3.05332 0.85413 3.15458 0.4404
Cl -1.45860 1.90508 -0.19283 0.2519
C -1.71957 2.43072 1.44197 0.3531
C -1.54667 3.76338 1.77038 -0.8090
C -1.76813 4.16667 3.07970 -0.6746
C -2.16672 3.23446 4.02660 -0.6313
C -2.33719 1.90225 3.67436 -0.6962
C -2.12498 1.46430 2.36910 -0.0411
P -2.00498 -0.29054 1.70919 1.6785
C -3.70082 -0.32575 0.95657 0.7796
C -4.51922 0.80369 0.88979 -0.8962
C -5.81677 0.71512 0.41076 -0.7384
C -6.32604 -0.49923 -0.02072 -0.6099
C -5.52216 -1.62683 0.02817 -0.8021
C -4.22639 -1.54466 0.51624 -0.4445
C -2.44364 -1.11605 3.30087 0.1144
C -3.70397 -1.57038 3.67948 -0.2992
C -3.90857 -2.11618 4.93979 -0.7218
C -2.85926 -2.22920 5.83875 -0.6101
C -1.59211 -1.80924 5.46064 -0.5361
C -1.39454 -1.25563 4.20661 -0.3478
H -1.24539 4.47291 1.01005 0.5091
H -1.63129 5.20475 3.35631 0.3330
H -2.34837 3.54721 5.04831 0.3654
H -2.65481 1.19025 4.42615 0.3585
H -4.16281 1.76713 1.22457 0.3158
H -6.43186 1.60565 0.37343 0.3690
H -7.34112 -0.56151 -0.39319 0.3531
H -5.89504 -2.58672 -0.30685 0.4498
H -3.62613 -2.44228 0.56193 0.4988
H -4.53885 -1.50482 2.99667 0.3314
H -4.89926 -2.45449 5.22107 0.3846
H -3.02819 -2.64446 6.82592 0.3390
H -0.75689 -1.91661 6.14387 0.4240
H -0.41043 -0.92261 3.90873 0.2591
```

The following is a DFT calculation (ωB97M-V with the def2-TZVPD basis set) of a cluster of 2 separate species, C4H11NO in total.

Results
- 2S+1: 2
- HOMO-LUMO gap (spin up / spin down): 11.62 / 6.95 eV
- Highest occupied orbital energy (spin up / spin down): -15.07 / -15.07 eV
- Net charge: +1
- LUMO level (spin up / spin down): -3.4 / -8.1 eV
- Relative energy (zero: lowest compared OMol25 entry of this formula, charge and spin): 1.147 eV

XYZ file:
```
17
Properties=species:S:1:pos:R:3:mulliken_charge:R:1
C 0.93337 -1.01632 0.18802 -0.4569
N -0.15904 -0.85620 -0.67677 0.0676
C -0.36905 0.54525 -1.04322 -0.5361
C 0.47416 1.30743 -0.02978 -0.4486
C 1.64843 0.35228 0.12239 -0.5930
H 1.59146 -1.88063 0.09418 0.3796
H 0.54216 -1.09082 1.20394 0.2812
H -0.33497 -1.56653 -1.39384 0.3235
H -1.43273 0.74038 -1.07510 0.3634
H 0.03228 0.71298 -2.05120 0.3347
H 0.78167 2.30482 -0.31696 0.3551
H -0.09125 1.40350 0.89633 0.2336
H 2.37206 0.49935 0.90619 0.3732
H 2.18743 0.32934 -0.81613 0.3031
H -2.64412 -1.13198 0.74241 0.2957
H -2.50942 0.07574 1.72308 0.3166
O -3.02243 -0.72858 1.52646 -0.5927
```

The following is a DFT calculation (ωB97M-V with the def2-TZVPD basis set) of a cluster of 2 separate species, C4H8O2 in total.

Results
- 2S+1: 1
- HOMO-LUMO gap: 9.87 eV
- Highest occupied orbital energy: -9.28 eV
- SMILES: O=C1C[C@H]1O.C
- LUMO level: 0.6 eV
- Relative energy (zero: lowest compared OMol25 entry of this formula, charge and spin): 2.895 eV

XYZ file:
```
14
Properties=species:S:1:pos:R:3:mulliken_charge:R:1
C -0.18890 0.85468 -2.21416 -0.9542
C 0.68166 -1.08938 0.63522 0.5578
O 1.11699 -1.65159 -0.33161 -0.5014
C 0.95099 -0.33451 1.86846 -0.6598
C -0.49578 -0.58421 1.37940 -0.0156
O -1.20137 0.53500 0.94106 -0.5368
H 0.48168 1.38456 -2.89445 0.2863
H -0.20774 1.37730 -1.25283 0.2019
H -1.19350 0.83888 -2.64716 0.2765
H 0.16870 -0.16956 -2.07091 0.2031
H 1.28925 -0.82722 2.77596 0.2602
H 1.32075 0.68038 1.72711 0.2501
H -1.06742 -1.31152 1.96219 0.3068
H -1.65530 0.29719 0.12171 0.3252
```

The following is a DFT calculation (ωB97M-V with the def2-TZVPD basis set) of the molecule I2O2S.

Results
- 2S+1: 1
- HOMO-LUMO gap: 7.23 eV
- Highest occupied orbital energy: -10.25 eV
- SMILES: O=S(=O)(I)I
- LUMO level: -3.0 eV
- Relative energy (zero: lowest compared OMol25 entry of this formula, charge and spin): 0.979 eV

XYZ file:
```
5
Properties=species:S:1:pos:R:3:mulliken_charge:R:1
O -0.66106 -0.79281 1.27226 -0.3672
O -0.60854 -0.92169 -1.20489 -0.3679
S -0.24779 -0.28405 0.01334 0.4742
I 2.42063 -0.06395 0.04582 0.0797
I -0.90324 2.06250 -0.12652 0.1812
```

The following is a DFT calculation (ωB97M-V with the def2-TZVPD basis set) of a cluster of 2 separate species, C4H12N2O2 in total.

Results
- 2S+1: 2
- HOMO-LUMO gap (spin up / spin down): 10.77 / 5.24 eV
- Highest occupied orbital energy (spin up / spin down): -14.07 / -13.88 eV
- Net charge: +1
- LUMO level (spin up / spin down): -3.3 / -8.6 eV
- Relative energy (zero: lowest compared OMol25 entry of this formula, charge and spin): 2.571 eV

XYZ file:
```
20
Properties=species:S:1:pos:R:3:mulliken_charge:R:1
N -0.74785 -1.14823 0.46504 -0.3696
C 0.30407 -0.62582 -0.36420 0.1058
C -0.01767 0.72486 -0.99986 -0.4657
C -1.27783 0.60151 -1.82861 -0.0974
O -2.08931 1.49275 -1.80041 -0.4242
C 1.61848 -0.52922 0.54293 -0.7840
N 2.09769 -1.87005 0.79664 -0.3512
H -0.66916 -2.09153 0.81139 0.3001
H -1.12865 -0.56043 1.20274 0.2397
H 0.46303 -1.38570 -1.14258 0.3320
H 0.61486 1.24962 -1.76497 0.3491
H -0.05742 1.42585 -0.14505 0.4024
H -1.41120 -0.17750 -2.57397 0.4072
H 2.39933 0.01072 0.06896 0.4821
H 1.42594 -0.00469 1.46808 0.3496
H 3.11383 -1.91280 0.83466 0.2861
H 1.55433 -2.25364 1.55700 0.2474
H -2.11370 2.53750 0.15480 0.3437
H -2.24028 1.91712 1.63045 0.2972
O -1.83848 2.59967 1.08695 -0.6503
```

The following is a DFT calculation (ωB97M-V with the def2-TZVPD basis set) of a cluster of 7 separate species, C7H28N14O7 in total.

Results
- 2S+1: 1
- HOMO-LUMO gap: 8.57 eV
- Highest occupied orbital energy: -8.57 eV
- SMILES: NC(N)=O.NC(N)=O.NC(N)=O.NC(N)=O.NC(N)=O.NC(N)=O.NC(N)=O
- LUMO level: 0.0 eV
- Relative energy (zero: lowest compared OMol25 entry of this formula, charge and spin): 1.198 eV

XYZ file:
```
56
Properties=species:S:1:pos:R:3:mulliken_charge:R:1
C 2.05177 4.85277 3.60344 0.5992
O 2.52379 4.10658 4.44987 -0.6295
N 2.02006 4.41360 2.29311 -0.3131
N 1.83571 6.17860 3.77594 -0.3887
H 2.49673 3.53248 2.17517 0.1792
H 1.53778 4.94863 1.59643 0.1855
H 1.24985 6.68892 3.14271 0.1726
H 2.26063 6.65607 4.54725 0.2193
C -1.14419 -3.94983 0.01235 0.4914
O -1.39188 -3.25088 -0.94592 -0.4963
N -1.11061 -5.32067 0.00897 -0.5388
N -0.96924 -3.40724 1.26860 -0.4036
H -1.57633 -5.72967 0.80289 0.2136
H -1.33317 -5.73010 -0.88311 0.2925
H -1.02314 -2.40208 1.34279 0.2652
H -0.72835 -4.04202 2.00580 0.1757
C 2.55581 -2.22485 -1.12975 0.6042
O 1.83242 -1.32014 -1.53726 -0.6864
N 3.77749 -2.47555 -1.70240 -0.4905
N 2.25158 -3.02875 -0.08179 -0.3713
H 4.20862 -3.35133 -1.46551 0.1702
H 4.01622 -2.02539 -2.56517 0.2505
H 1.41201 -2.85782 0.44691 0.2364
H 3.02609 -3.48870 0.36209 0.2108
C -6.30278 0.21843 -1.09199 0.5516
O -7.48915 0.54925 -1.01172 -0.6897
N -5.37776 0.69078 -0.21865 -0.2844
N -5.99417 -0.87855 -1.84021 -0.3405
H -5.64127 1.08675 0.65969 0.1729
H -4.40059 0.59809 -0.45487 0.2524
H -6.79193 -1.19819 -2.35749 0.1968
H -5.06528 -1.23100 -1.98100 0.2052
C -1.09008 0.60871 0.40194 0.4014
O -2.23521 0.38777 0.01842 -0.7584
N -0.18022 -0.39353 0.66459 -0.1359
N -0.76489 1.84313 0.86245 -0.2856
H 0.70297 -0.11181 1.10237 0.4056
H -0.00985 -1.01009 -0.12045 0.0851
H 0.11509 1.96482 1.33521 0.2137
H -1.38379 2.59413 0.62562 0.2269
C -1.11754 -0.71167 -3.70588 0.5423
O -2.24626 -0.57926 -4.15427 -0.7001
N -0.84957 -0.85937 -2.37763 0.2135
N 0.00648 -0.41066 -4.44382 -0.3511
H 0.11477 -1.04641 -2.13525 0.0546
H -1.59029 -0.76699 -1.70441 -0.0580
H -0.16317 -0.29884 -5.42605 0.2034
H 0.92538 -0.42454 -4.04674 0.1785
C 2.97641 1.33743 1.48162 0.7639
O 1.97685 0.78950 1.93942 -0.8564
N 3.88466 2.06002 2.17208 -0.5310
N 3.20700 1.27544 0.13737 -0.2993
H 3.77504 2.17083 3.17062 0.2859
H 4.67877 2.44822 1.69886 0.1329
H 3.99187 1.74727 -0.27241 0.1680
H 2.55886 0.77765 -0.45083 0.0879
```

What is the relative energy (zero: lowest compared OMol25 entry of this formula, charge and spin) in the fifth record? 2.571 eV